Entry 1:
{"formula": "CH2N2O2S", "method": "ωB97M-V with the def2-TZVPD basis set", "homo_ev": -9.14, "charge": 0, "lumo_energy_ev": -0.564, "multiplicity": 1, "e_above_lowest_kcal_mol": 78.2, "species": ["C", "N", "N", "O", "O", "S", "H", "H"], "coordinates": [[1.96389, -1.05235, 0.29404], [-0.96843, -0.05893, -0.82765], [-1.23233, 0.73593, 0.08150], [1.99935, -0.80914, -0.86203], [1.94438, -1.36004, 1.40309], [-0.31931, 0.98033, 1.40665], [-1.42945, 0.06372, -1.67886], [-1.95810, 1.50047, 0.18326]], "mulliken_charge": [0.75, -0.48, 0.23, -0.41, -0.35, -0.23, 0.21, 0.28]}

=====

Entry 2:
{"formula": "CH2N2O2S", "method": "ωB97M-V with the def2-TZVPD basis set", "homo_ev": -9.53, "charge": 0, "lumo_energy_ev": -0.938, "multiplicity": 1, "e_above_lowest_kcal_mol": 110.9, "species": ["C", "N", "N", "O", "O", "S", "H", "H"], "coordinates": [[-0.18504, -0.07440, -0.56863], [0.21995, 1.18905, -0.33026], [-0.32202, -0.86293, 0.79751], [-0.09473, -0.18687, 1.74926], [-0.50144, -2.03231, 0.79172], [-0.37749, -0.98225, -1.88011], [0.51555, 1.48157, 0.57153], [0.74522, 1.46814, -1.13103]], "mulliken_charge": [0.21, -0.35, 0.98, -0.62, -0.52, -0.25, 0.29, 0.26]}

=====

Entry 3:
{"formula": "CH2N2O2S", "method": "ωB97M-V with the def2-TZVPD basis set", "homo_ev": -9.47, "charge": 0, "lumo_energy_ev": -0.777, "multiplicity": 1, "e_above_lowest_kcal_mol": 107.3, "species": ["C", "N", "N", "O", "O", "S", "H", "H"], "coordinates": [[1.57233, -0.04659, -0.05740], [0.55302, -0.71052, -0.37996], [-0.36851, -1.22906, -0.80336], [-1.54078, 1.33970, -0.37653], [-2.13320, -0.16731, 1.31112], [-2.20459, 0.11846, -0.11651], [1.81217, 1.08582, -0.34179], [2.30955, -0.39050, 0.76443]], "mulliken_charge": [-0.26, 0.55, -0.63, -0.41, -0.43, 0.72, 0.24, 0.23]}

=====

Entry 4:
{"formula": "CH2N2O2S", "method": "ωB97M-V with the def2-TZVPD basis set", "homo_ev": [-6.74, -10.49], "charge": 0, "lumo_energy_ev": [0.335, -4.164], "multiplicity": 3, "e_above_lowest_kcal_mol": 113.6, "species": ["C", "N", "N", "O", "O", "S", "H", "H"], "coordinates": [[-0.30196, -0.52952, 0.63300], [-0.11855, 0.31510, -0.30780], [1.04067, 1.02160, -0.68926], [2.00091, 0.42355, -1.05532], [0.88146, 2.19760, -0.73713], [-1.80672, -1.37269, 0.98936], [0.53422, -0.62069, 1.39984], [-2.23003, -1.43496, -0.23268]], "mulliken_charge": [-0.08, -0.35, 1.00, -0.50, -0.54, -0.06, 0.37, 0.17]}

=====

Entry 5:
{"formula": "CH2N2O2S2", "method": "ωB97M-V with the def2-TZVPD basis set", "homo_ev": -10.88, "charge": 0, "lumo_energy_ev": -2.564, "multiplicity": 1, "e_above_lowest_kcal_mol": 61.9, "species": ["C", "N", "N", "O", "O", "S", "S", "H", "H"], "coordinates": [[-0.83980, -1.90282, 0.62119], [-1.70049, -2.63796, 0.42261], [0.42867, 0.74945, -1.17220], [0.06085, -1.04669, 0.85209], [-1.01357, 1.32239, 0.78280], [1.78877, 1.91000, 1.09833], [0.31975, 0.77361, 0.50778], [-0.39784, 0.39368, -1.56598], [1.35367, 0.43835, -1.54664]], "mulliken_charge": [0.58, -0.42, -0.47, -0.51, -0.50, -0.19, 0.91, 0.27, 0.32]}

=====

Entry 6:
{"formula": "CH2N2O3", "method": "ωB97M-V with the def2-TZVPD basis set", "homo_ev": [-9.90, -8.44], "charge": 0, "lumo_energy_ev": [-0.401, -1.998], "multiplicity": 1, "e_above_lowest_kcal_mol": 136.3, "species": ["C", "N", "N", "O", "O", "O", "H", "H"], "coordinates": [[-0.47617, 0.19227, 0.94831], [-0.81579, -1.21086, -1.58679], [0.74888, 0.37199, 0.37814], [0.72383, 0.72504, -0.83593], [-0.12860, -0.55004, -2.14201], [1.77796, 0.27548, 0.97858], [-1.27705, 0.11018, 0.22740], [-0.55306, 0.08593, 2.03229]], "mulliken_charge": [-0.44, 0.16, 0.76, -0.52, 0.00, -0.61, 0.33, 0.32]}

=====

Entry 7:
{"formula": "CH2N2O3", "method": "ωB97M-V with the def2-TZVPD basis set", "homo_ev": -9.91, "charge": 0, "lumo_energy_ev": 0.596, "multiplicity": 1, "e_above_lowest_kcal_mol": 1.0, "species": ["C", "N", "N", "O", "O", "O", "H", "H"], "coordinates": [[-1.61039, -0.68974, -0.65095], [0.45891, 0.22336, -0.39579], [0.95240, 0.42562, 0.86021], [-1.69943, -0.99780, 0.46562], [1.06211, 0.70648, -1.30866], [-1.43441, -0.59923, -1.78810], [1.88737, 0.88175, 1.21359], [0.38345, 0.04954, 1.60408]], "mulliken_charge": [0.81, 0.34, -0.40, -0.43, -0.47, -0.36, 0.27, 0.24]}

=====

Entry 8:
{"formula": "CH2N2O3S", "method": "ωB97M-V with the def2-TZVPD basis set", "homo_ev": [-9.99, -9.99], "charge": 0, "lumo_energy_ev": [-0.818, -0.819], "multiplicity": 1, "e_above_lowest_kcal_mol": 79.5, "species": ["C", "N", "N", "O", "O", "O", "S", "H", "H"], "coordinates": [[3.28967, 0.47010, -0.68652], [2.41506, -0.25143, -0.49700], [-3.11512, -0.71303, -0.28378], [-1.36672, -0.35879, 1.59098], [0.00364, 1.20728, 0.09383], [-2.08538, -0.71181, -0.84501], [-0.30454, -0.16662, 0.59041], [-3.05818, -0.54902, 0.77802], [4.22157, 1.07332, -0.74093]], "mulliken_charge": [0.08, -0.36, 0.07, -0.55, -0.42, -0.22, 0.81, 0.31, 0.27]}

=====

Entry 9:
{"formula": "CH2N2OS", "method": "ωB97M-V with the def2-TZVPD basis set", "homo_ev": [-8.01, -10.07], "charge": 0, "lumo_energy_ev": [0.480, -3.311], "multiplicity": 3, "e_above_lowest_kcal_mol": 73.7, "species": ["C", "N", "N", "O", "S", "H", "H"], "coordinates": [[-0.45682, -2.15684, 0.07235], [0.53948, -2.46701, 0.51823], [0.28571, 1.54836, -0.01647], [-0.63130, 0.73743, -0.04167], [1.11800, 2.19177, -1.23195], [-1.37315, -1.78966, -0.29899], [0.51808, 1.93595, 0.99850]], "mulliken_charge": [0.10, -0.35, 0.12, -0.48, 0.07, 0.26, 0.28]}

=====

Entry 10:
{"formula": "CH2N2OS2", "method": "ωB97M-V with the def2-TZVPD basis set", "homo_ev": [-6.74, -9.70], "charge": 0, "lumo_energy_ev": [0.114, -3.239], "multiplicity": 3, "e_above_lowest_kcal_mol": 74.2, "species": ["C", "N", "N", "O", "S", "S", "H", "H"], "coordinates": [[-0.26420, -0.06450, 0.26777], [-0.81597, 0.41231, 1.35640], [-1.08768, -0.02447, 2.37472], [2.32208, -1.05906, 1.21652], [0.01918, -1.97168, 2.68446], [1.09062, -1.74452, 0.92867], [-1.13637, -0.12471, -0.42244], [0.54413, 0.43081, -0.29533]], "mulliken_charge": [-0.31, 0.08, -0.25, -0.45, -0.04, 0.38, 0.31, 0.29]}

=====

Entry 11:
{"formula": "CH2N2S2", "method": "ωB97M-V with the def2-TZVPD basis set", "homo_ev": [-9.58, -9.98], "charge": 0, "lumo_energy_ev": [-2.178, -2.415], "multiplicity": 1, "e_above_lowest_kcal_mol": 76.3, "species": ["C", "N", "N", "S", "S", "H", "H"], "coordinates": [[-2.23186, 0.43536, -0.14577], [-3.25256, 0.73364, 0.27991], [-1.14888, -0.09867, -0.56588], [-0.23604, 0.41383, -1.82617], [0.35175, -0.39247, 1.69052], [0.47233, -0.61951, -1.87757], [-0.01649, 0.62311, 2.71228]], "mulliken_charge": [0.52, -0.38, -0.36, 0.07, -0.18, 0.16, 0.17]}

=====

Entry 12:
{"formula": "CH2N2S2", "method": "ωB97M-V with the def2-TZVPD basis set", "homo_ev": [-8.45, -8.45], "charge": 0, "lumo_energy_ev": [-1.007, -1.008], "multiplicity": 1, "e_above_lowest_kcal_mol": 40.0, "species": ["C", "N", "N", "S", "S", "H", "H"], "coordinates": [[1.55131, -0.37532, 0.16882], [0.73403, -0.64890, 1.04062], [-1.87936, 0.59283, -1.13953], [2.76188, -0.03278, -0.71637], [-2.91180, 1.35089, -0.30581], [-0.98180, 0.50076, -0.69573], [0.72573, -1.38747, 1.64800]], "mulliken_charge": [0.52, -0.46, -0.31, -0.30, 0.02, 0.27, 0.27]}

=====

Listing max |F| for the structures above in their given order: 2.6; 2.5; 4.9; 8.4; 4.5; 2.5; 3.0; 3.5; 6.1; 5.8; 3.4; 4.9 eV Å⁻¹.